{
  "formula": "C31H55BeBrNO3P3",
  "method": "wB97M-V/def2-TZVPD",
  "orbital_gap_ev": [4.878, 4.877],
  "relative_energy_kcal_mol": 0.0,
  "max_force_ev_per_a": 4.4,
  "lumo_ev": [-8.17, -8.17],
  "charge": 2,
  "homo_ev": [-13.045, -13.045],
  "species": ["C", "O", "P", "H", "H", "H", "P", "H", "H", "H", "H", "H", "Br", "H", "O", "H", "H", "H", "H", "C", "C", "C", "H", "C", "P", "C", "H", "H", "H", "H", "H", "C", "H", "H", "H", "C", "H", "C", "H", "C", "C", "H", "H", "C", "H", "C", "H", "H", "H", "H", "C", "C", "H", "H", "H", "C", "C", "H", "H", "H", "H", "H", "C", "H", "H", "C", "H", "C", "C", "H", "Be", "C", "C", "H", "C", "O", "H", "H", "H", "C", "H", "H", "C", "H", "H", "H", "N", "C", "H", "C", "H", "C", "H", "C", "C"],
  "positions_angstrom": [[1.473188, 2.822911, -2.340672], [-0.110295, -1.687785, 5.092927], [-1.128694, 1.226147, -1.484915], [1.227767, 1.528406, 1.205529], [-1.500938, -1.992388, -4.466098], [1.026295, 2.955510, -4.469716], [2.034178, 1.588715, -1.068509], [-2.669189, -3.125020, 3.813469], [-0.762550, -2.296454, -0.284480], [0.697467, 3.024131, 5.391316], [5.104506, 0.015464, -0.384482], [-0.892767, 2.291329, 5.103283], [-4.675089, -4.886953, -1.796003], [-4.446356, -0.579688, -1.217394], [-1.612643, -1.541814, 2.987934], [0.434652, -1.075596, -3.709145], [-2.859280, -2.867893, 2.077428], [4.776054, 1.133207, 0.937732], [-2.777483, -3.807883, -0.015827], [-1.538451, 2.156577, 0.103329], [1.391030, 2.211628, -3.746575], [1.596824, -1.630309, -1.934034], [-0.958560, 1.602113, 0.858824], [0.770877, 1.092585, 4.491229], [-0.059101, -1.285093, 3.503641], [-2.897273, 2.448284, 0.733689], [-0.239342, -2.705008, 7.403285], [3.649967, -3.369020, -1.190513], [-2.287788, -0.522423, -2.472052], [-1.089833, 3.144252, -0.086060], [-4.313672, 1.212814, -1.079998], [3.789309, -2.858626, -2.142427], [-0.381346, -4.093569, 3.465171], [0.695623, 1.353787, -3.806877], [-2.172037, 4.601983, -2.988112], [-3.271705, -3.775294, -2.089794], [-2.707353, 3.107520, 1.596397], [3.157742, -1.364543, -3.920815], [-2.305867, -0.654564, -0.718537], [-2.452584, -3.465812, -0.997053], [0.110511, 2.429806, 4.687594], [-4.281640, 0.390598, -2.690171], [-3.613232, 3.671995, -2.573491], [-1.718171, -2.529168, -3.527253], [3.574524, -0.063352, 0.471371], [4.983923, -3.096634, -2.835326], [-3.553627, -3.413752, -4.198624], [2.143832, 3.690406, -2.288394], [0.031313, 2.974801, 3.741382], [0.556405, 2.828100, 0.225302], [1.492257, 2.339066, 0.506548], [-2.537570, 3.761153, -2.375774], [1.538644, -2.324373, -1.092642], [1.786403, 1.181571, 4.080293], [2.465907, -0.706257, -4.463162], [-1.181148, -1.360993, 6.015341], [0.355559, -1.393951, -2.660218], [0.074294, -0.980342, 7.710731], [-1.422107, -0.291310, 5.941462], [4.067728, 2.661363, -0.692987], [-0.953217, 2.726629, -3.399221], [-1.592494, -4.909357, 2.451177], [-2.492925, 0.040854, -1.551280], [1.620078, 3.799651, 2.064073], [4.193801, 1.412401, -1.972385], [-1.075136, -3.963274, 2.624746], [0.831238, 0.535144, 5.437395], [-1.276150, -2.702870, -1.168829], [-0.676746, -1.704974, 7.388079], [2.366927, 1.846405, -4.093955], [0.720548, 0.049436, -1.724644], [4.325181, 0.629377, 0.075180], [4.401651, -1.666797, -4.542357], [-2.071491, -1.950322, 5.764960], [-2.118618, -2.898632, 2.888727], [-0.046107, 0.354337, 3.544864], [-0.501178, -3.744401, 1.720232], [-3.605733, 3.000180, 0.105459], [0.474361, 3.176362, -2.020436], [-1.813197, 2.461862, -2.763901], [-1.504459, -1.673510, 8.096278], [-2.492647, 1.889166, -3.419918], [2.246277, 3.460450, 1.216020], [-2.441810, 4.104273, -1.343704], [5.766200, -3.748979, -2.437069], [3.217240, 3.137254, 1.615805], [5.272568, -2.504985, -3.992884], [2.865414, -1.906388, -2.648461], [-3.375288, 1.542649, 1.116790], [-3.975947, 0.325330, -1.634025], [2.371287, 4.322899, 0.537765], [-0.819723, -2.309492, -2.444492], [4.687013, -1.224407, -5.516338], [-2.912577, -3.233188, -3.346493], [3.796576, 1.626560, -0.964234]],
  "forces_ev_per_a": [[0.079, -0.193, 0.235], [-0.171, 0.166, -0.938], [-4.141, 1.503, 0.248], [0.124, 0.250, -0.112], [-0.216, -0.745, 0.251], [0.177, -0.256, 0.159], [-0.674, 1.242, 0.255], [0.183, 0.086, -0.198], [-0.095, -0.609, -0.202], [-0.070, 0.054, -0.062], [-0.088, 0.054, 0.172], [0.148, 0.085, -0.103], [-1.178, -0.621, -0.139], [-0.181, 0.514, -0.154], [0.416, 0.447, 0.139], [0.239, 0.297, 0.379], [0.187, 0.027, 0.196], [-0.158, -0.051, -0.234], [0.300, 0.193, -0.124], [1.267, -0.013, 0.258], [0.303, 0.122, -0.174], [-1.634, -2.401, -2.807], [-0.094, 0.525, -0.034], [-0.130, -0.486, -0.104], [0.282, -0.629, 0.807], [-0.672, -0.195, -0.108], [-0.069, 0.090, -0.013], [-0.175, 0.213, -0.123], [0.087, -0.048, 0.472], [0.094, -0.359, 0.307], [0.000, -0.421, -0.256], [0.037, 0.723, 0.272], [-0.178, 0.032, -0.236], [0.104, 0.221, 0.129], [-0.109, -0.437, 0.109], [2.289, 1.261, -0.366], [0.076, -0.337, -0.224], [0.865, 0.063, -0.258], [-0.045, 0.229, -0.262], [0.737, 0.540, -0.219], [0.003, 0.126, 0.184], [-0.045, 0.192, 0.445], [0.275, -0.034, 0.114], [0.277, 0.519, 0.517], [-0.062, 0.117, -0.101], [-0.436, 0.293, -0.212], [-0.038, 0.064, -0.018], [-0.095, -0.167, -0.182], [-0.016, -0.051, 0.116], [0.303, -0.498, 0.138], [-0.967, -0.116, 0.324], [-0.230, 0.520, 0.135], [-0.495, 0.791, 0.513], [-0.165, 0.003, 0.086], [0.305, -0.183, 0.390], [0.103, 0.025, -0.214], [1.701, -3.653, 0.523], [0.013, -0.145, 0.013], [-0.052, -0.234, -0.086], [-0.101, -0.330, -0.260], [-0.516, -0.086, 0.094], [0.032, -0.020, 0.115], [0.697, -1.346, -0.213], [0.377, -0.198, -0.421], [0.055, 0.154, 0.418], [0.053, -0.141, -0.079], [0.020, 0.164, -0.292], [-0.065, -0.383, -0.025], [-0.021, 0.113, 0.299], [-0.178, 0.188, 0.076], [-0.090, 2.534, 1.162], [0.529, -0.326, 0.183], [-1.146, 0.049, 0.381], [0.171, 0.157, -0.080], [-0.203, 0.310, 0.160], [-0.605, -0.090, -0.179], [0.051, 0.020, 0.094], [0.205, -0.318, -0.017], [0.579, -0.045, -0.073], [1.080, -0.287, -1.075], [0.029, -0.002, 0.078], [0.443, -0.044, 0.354], [0.496, 0.125, -0.071], [0.140, -0.237, -0.099], [-0.455, 0.062, -0.049], [-0.224, 0.236, -0.141], [0.277, 0.103, -0.011], [1.114, 0.594, -0.902], [0.001, 0.138, -0.101], [-0.516, 0.447, 0.070], [0.156, -0.305, 0.362], [-1.575, 0.895, 0.531], [-0.310, -0.297, 0.689], [0.269, -0.368, 0.042], [0.932, -0.173, -0.641]]
}